Record 1
ORCA calculation (wB97M-V/def2-TZVPD) on the molecule C9H9N5 at a distorted geometry.

Calculated values
- F_max: 6.44 eV/A
- DFT total energy: -16925.940 eV
- HOMO: -9.8368 eV
- Energy above the lowest of the compared OMol25 structures with the same formula, charge and spin: 2.558 eV
- Frontier orbital gap: 0.3564 hartree

ORCA input file:
```
! wB97M-V def2-TZVPD RIJCOSX def2/J DEFGRID3
* xyz 0 1
H 1.324 -2.070 -1.738
N 0.506 -1.660 -1.356
C 0.415 -0.632 -0.756
C -0.583 0.346 -0.264
C -1.631 0.446 -1.224
C -2.693 1.280 -0.982
C -2.854 1.832 0.297
C -1.845 1.735 1.202
C -0.666 1.152 0.867
N 1.896 0.258 -0.628
N 2.113 1.202 -1.536
N 3.288 1.681 -1.318
N 3.879 1.109 -0.289
C 2.986 0.259 0.245
C 3.275 -0.690 1.416
H -1.421 0.096 -2.273
H -3.386 1.481 -1.768
H -3.689 2.478 0.493
H -2.117 2.348 2.117
H 0.144 1.148 1.642
H 2.515 -1.389 1.487
H 4.321 -1.025 1.280
H 3.122 -0.079 2.229
*
```

The Mulliken scheme yields these atomic charges, measured in e: 0.302 -0.568 0.257 0.582 -0.482 -0.517 -0.278 -0.559 -0.034 0.441 -0.351 -0.491 -0.336 0.583 -1.084 0.240 0.377 0.380 0.251 0.314 0.349 0.319 0.306

Record 2
ORCA calculation (wB97M-V/def2-TZVPD) on C18H41BN4O8S3 as an isolated structure at a distorted geometry.

Calculated values
- F_max: 2.29 eV/A
- DFT total energy: -74854.138 eV
- HOMO: -8.1961 eV
- Frontier orbital gap: 0.3063 hartree

ORCA input file:
```
! wB97M-V def2-TZVPD RIJCOSX def2/J DEFGRID3
* xyz 0 1
C 0.632 2.201 2.885
C 2.104 2.519 2.493
N 2.863 1.326 2.023
C 4.100 1.847 1.397
C 5.255 0.806 1.272
C 3.137 0.563 3.212
S 4.178 0.946 4.430
S 2.162 -0.971 3.365
C 1.990 -1.659 1.672
C 0.676 -1.195 0.932
C 1.062 -0.521 -0.437
O 1.346 0.887 -0.313
S 0.024 1.809 -0.686
O 0.418 3.181 -0.273
O -1.095 1.279 0.442
B -2.114 2.262 0.584
O -2.693 2.912 -0.528
O -2.589 2.557 1.872
C -3.386 1.412 2.265
H -0.057 3.010 2.610
H 0.321 1.301 2.329
H 0.594 1.951 3.959
H 2.656 3.050 3.297
H 2.062 3.215 1.633
H 4.388 2.783 1.912
H 3.815 2.136 0.366
H 4.967 -0.229 1.497
H 5.664 0.877 0.254
H 6.061 1.135 1.951
H 2.885 -1.489 1.052
H 1.909 -2.755 1.787
H 0.055 -0.551 1.569
H 0.063 -2.075 0.673
H 0.231 -0.657 -1.157
H 1.984 -1.016 -0.779
H -2.137 3.659 -0.767
H -4.266 1.757 2.831
H -2.810 0.749 2.933
H -3.688 0.838 1.370
C 7.486 3.015 -0.798
O 8.243 2.070 -0.745
N 7.705 4.221 -0.225
C 6.751 5.307 -0.329
C 8.936 4.427 0.516
H 6.525 2.962 -1.335
H 7.225 6.162 -0.818
H 6.423 5.600 0.671
H 5.884 5.001 -0.911
H 9.790 4.267 -0.143
H 8.993 3.709 1.336
H 8.968 5.439 0.915
C -1.858 -3.919 -0.968
O -0.930 -3.218 -1.323
N -3.159 -3.652 -1.202
C -4.226 -4.531 -0.752
C -3.501 -2.443 -1.928
H -1.702 -4.856 -0.411
H -4.794 -4.878 -1.610
H -4.887 -3.983 -0.079
H -3.817 -5.392 -0.225
H -3.033 -2.465 -2.914
H -3.124 -1.573 -1.386
H -4.580 -2.366 -2.037
C -7.385 -5.268 -2.623
O -7.034 -5.316 -1.462
N -7.945 -4.191 -3.218
C -8.342 -4.201 -4.613
C -8.156 -2.989 -2.431
H -7.269 -6.127 -3.304
H -7.797 -3.423 -5.151
H -9.414 -4.009 -4.688
H -8.122 -5.166 -5.067
H -7.200 -2.633 -2.044
H -8.806 -3.217 -1.585
H -8.612 -2.215 -3.043
*
```

The Mulliken scheme yields these atomic charges, measured in e: -0.623 -0.946 0.445 -0.581 -1.217 0.014 -0.171 -0.196 -0.616 0.221 -0.897 -0.161 0.416 -0.540 0.035 0.628 -0.575 -0.486 -0.650 0.308 -0.264 0.420 0.600 0.471 0.376 0.273 0.352 0.248 0.333 0.204 0.481 0.115 0.095 0.219 0.596 0.317 0.258 0.210 0.261 0.061 -0.605 0.117 -0.959 -0.968 0.363 0.370 0.338 0.311 0.297 0.296 0.391 0.084 -0.591 0.170 -0.787 -0.555 0.295 0.262 0.304 0.285 0.314 0.154 0.067 0.080 -0.583 0.128 -0.923 -0.785 0.326 0.336 0.334 0.296 0.111 0.308 0.387

Record 3
ORCA calculation (wB97M-V/def2-TZVPD) on the molecule C23H29N3O4S at a distorted geometry.

Calculated values
- F_max: 1.05 eV/A
- DFT total energy: -47817.563 eV
- HOMO: -7.8526 eV
- Energy above the lowest of the compared OMol25 structures with the same formula, charge and spin: 1.657 eV
- Frontier orbital gap: 0.3152 hartree

ORCA input file:
```
! wB97M-V def2-TZVPD RIJCOSX def2/J DEFGRID3
* xyz 0 1
C 4.230 4.560 -3.154
C 3.082 3.874 -2.506
C 1.823 3.602 -2.949
C 1.163 2.929 -1.893
C 2.069 2.831 -0.880
C 1.953 2.230 0.480
N 2.342 0.823 0.496
C 3.460 0.454 -0.350
C 3.103 0.350 -1.810
C 3.982 0.814 -2.779
C 3.659 0.725 -4.122
C 2.453 0.168 -4.509
C 1.579 -0.312 -3.548
C 1.903 -0.225 -2.207
C 1.761 -0.090 1.302
S 2.032 -1.720 1.114
N 0.991 0.348 2.335
C -0.089 -0.462 2.840
C -1.409 0.144 2.358
O -1.409 1.242 1.823
N -2.534 -0.557 2.581
C -2.610 -1.910 3.082
C -2.911 -2.875 1.934
C -4.228 -2.469 1.251
C -4.155 -0.997 0.813
C -3.783 -0.108 1.998
O -4.448 -3.321 0.142
C -5.773 -3.800 0.205
C -6.082 -3.742 1.702
O -5.328 -2.632 2.135
O 3.235 3.414 -1.245
H 4.572 5.393 -2.542
H 5.064 3.871 -3.282
H 3.928 4.932 -4.128
H 1.414 3.848 -3.907
H 0.158 2.562 -1.887
H 2.584 2.800 1.178
H 0.904 2.317 0.776
H 4.257 1.192 -0.212
H 3.819 -0.521 -0.002
H 4.926 1.246 -2.478
H 4.349 1.095 -4.866
H 2.197 0.105 -5.556
H 0.641 -0.758 -3.845
H 1.223 -0.606 -1.461
H 0.754 1.333 2.352
H 0.057 -1.477 2.457
H -0.061 -0.476 3.935
H -1.689 -2.191 3.588
H -3.435 -1.954 3.801
H -3.003 -3.893 2.313
H -2.116 -2.853 1.188
H -3.404 -0.916 0.027
H -5.121 -0.695 0.410
H -3.651 0.926 1.676
H -4.567 -0.164 2.758
H -6.446 -3.143 -0.362
H -5.796 -4.806 -0.213
H -5.745 -4.656 2.209
H -7.131 -3.556 1.931
*
```

The Mulliken scheme yields these atomic charges, measured in e: -1.300 0.584 -0.941 -0.438 0.240 -0.463 0.284 -2.042 1.172 -0.430 -0.616 -0.543 -0.650 -0.402 0.819 -0.457 -0.202 -1.320 1.242 -0.715 0.055 -1.051 -0.712 0.918 -0.922 -1.001 -0.460 -0.455 -0.372 -0.387 -0.396 0.329 0.290 0.339 0.504 0.626 0.074 0.492 0.387 0.699 0.442 0.407 0.393 0.414 0.354 0.307 0.312 0.280 0.509 0.363 0.438 0.270 0.295 0.445 0.462 0.372 0.270 0.325 0.261 0.300

Record 4
ORCA calculation (wB97M-V/def2-TZVPD) on C6H14Ba2O8 as an isolated structure at a distorted geometry.

Calculated values
- F_max: 16.82 eV/A
- DFT total energy: -24193.596 eV
- HOMO: -15.0542 eV
- Energy above the lowest of the compared OMol25 structures with the same formula, charge and spin: 9.640 eV
- Frontier orbital gap: 0.2401 hartree

ORCA input file:
```
! wB97M-V def2-TZVPD RIJCOSX def2/J DEFGRID3
* xyz 2 1
Ba -2.247 -19.580 3.467
Ba -1.541 -16.712 1.170
O 1.108 -17.757 3.278
C 0.045 -18.442 3.318
O -0.081 -19.548 3.866
O -0.938 -18.004 2.727
H 0.783 -17.016 2.760
O 1.193 -14.216 2.449
C 0.269 -15.091 2.125
O -0.924 -14.967 2.398
O 0.515 -16.082 1.428
H 1.833 -14.855 2.126
C 3.608 -19.399 3.403
C 3.461 -17.994 2.934
O 2.973 -17.185 4.002
H 4.345 -19.505 4.199
H 4.085 -19.979 2.613
H 2.655 -19.803 3.746
H 2.751 -17.881 2.114
H 4.460 -17.670 2.642
H 2.021 -17.160 4.116
C 2.425 -20.470 6.295
C 1.185 -20.954 5.591
O 0.181 -19.968 5.641
H 3.275 -21.151 6.243
H 2.235 -20.134 7.314
H 2.734 -19.516 5.866
H 0.972 -21.901 6.086
H 1.580 -21.215 4.610
H 0.141 -19.540 4.782
*
```

The Mulliken scheme yields these atomic charges, measured in e: 1.652 1.576 -0.149 1.387 -0.810 -1.486 0.374 -0.363 1.062 -0.819 -0.949 0.409 -0.849 0.000 -0.672 0.349 0.414 -0.195 0.089 0.439 0.564 -1.150 -0.283 -0.794 0.366 0.329 0.246 0.391 0.237 0.635

Record 5
ORCA calculation (wB97M-V/def2-TZVPD) on an isolated ion of composition C4H7NO3 and charge -2 at a distorted geometry.

Calculated values
- F_max: 4.25 eV/A
- DFT total energy: -11891.628 eV
- HOMO: 0.8685 eV
- Energy above the lowest of the compared OMol25 structures with the same formula, charge and spin: 1.317 eV
- Frontier orbital gap: 0.2323 hartree

ORCA input file:
```
! wB97M-V def2-TZVPD RIJCOSX def2/J DEFGRID3
* xyz -2 1
N 1.062 -1.179 1.110
C 0.587 0.132 0.831
C 1.743 1.251 0.657
O 2.129 1.364 -0.544
C -0.295 0.308 -0.460
C -1.606 -0.435 -0.523
O -1.641 -1.551 0.001
O -2.460 0.068 -1.255
H 0.398 -1.924 0.995
H 1.794 -1.448 0.349
H -0.065 0.376 1.640
H 1.346 2.206 1.053
H 2.536 1.127 1.533
H -0.547 1.406 -0.687
H 0.302 -0.079 -1.301
*
```

The Mulliken scheme yields these atomic charges, measured in e: -0.773 0.071 -0.850 -0.806 -0.333 0.368 -0.709 -0.744 0.346 0.276 0.347 0.235 0.319 0.151 0.102

Record 6
ORCA calculation (wB97M-V/def2-TZVPD) on C22H16Co2O9 as an isolated structure at a distorted geometry.

Calculated values
- F_max: 4.57 eV/A
- DFT total energy: -116748.190 eV
- HOMO: 0.4751 eV
- Energy above the lowest of the compared OMol25 structures with the same formula, charge and spin: 3.657 eV
- Frontier orbital gap: 0.1709 hartree

ORCA input file:
```
! wB97M-V def2-TZVPD RIJCOSX def2/J DEFGRID3
* xyz -2 1
C 2.094 1.088 -3.655
C 1.778 0.055 -2.624
C 0.398 -0.106 -2.060
C -0.343 -1.344 -2.633
C -1.432 -1.004 -3.655
C -2.369 0.082 -3.173
O -1.665 1.225 -2.603
C -0.381 1.196 -2.173
O 0.167 2.270 -1.899
O 2.685 -0.767 -2.281
H 1.548 0.933 -4.591
H 1.816 2.066 -3.289
H 3.161 1.115 -3.895
H 0.411 -2.025 -3.064
H -0.798 -1.882 -1.782
H -0.981 -0.695 -4.613
H -2.013 -1.912 -3.872
H -2.951 0.490 -4.015
H -3.086 -0.263 -2.422
O -2.696 0.318 -0.009
C -1.573 0.048 -0.101
Co 0.038 -0.660 0.027
C -0.461 -2.238 0.593
O -0.624 -3.320 0.976
C 2.124 -1.825 -0.786
O 2.808 -2.782 -0.804
C 0.310 0.246 1.746
C -0.424 -0.095 2.967
C -1.797 0.224 3.110
C -2.525 -0.365 4.145
C -1.893 -1.216 5.057
C -0.509 -1.440 4.978
C 0.229 -0.879 3.937
C 1.575 0.304 1.169
C 2.566 -0.564 0.614
Co 0.856 1.919 1.136
C -0.688 2.704 0.628
O -1.748 3.130 0.439
C 2.067 2.364 -0.046
O 2.908 2.676 -0.780
C 1.101 2.898 2.548
O 1.126 3.620 3.444
H -2.282 0.899 2.395
H -3.599 -0.162 4.219
H -2.483 -1.683 5.840
H 0.028 -2.057 5.695
H 1.308 -1.069 3.829
H 3.400 -0.084 0.090
H 2.819 -1.434 1.244
*
```

The Mulliken scheme yields these atomic charges, measured in e: -1.575 0.908 2.054 -0.859 -0.905 -0.584 -0.389 -0.862 -0.643 -0.602 0.280 0.352 0.417 0.310 0.076 0.294 0.449 0.383 0.252 -0.511 -0.024 0.578 -0.295 -0.508 0.342 -0.592 1.599 0.030 0.077 -0.757 -0.442 -0.617 -0.323 -0.234 -0.904 0.033 0.219 -0.419 0.082 -0.478 -0.013 -0.457 0.246 0.343 0.330 0.344 0.307 0.347 0.341

Question: F_max of number 6 (C22H16Co2O9)?
Answer: 4.57 eV/A

Question: Among the records above, which one has the highest F_max?
Answer: C6H14Ba2O8

Copy entry 3 word for word.
ORCA calculation (wB97M-V/def2-TZVPD) on the molecule C23H29N3O4S at a distorted geometry.

Calculated values
- F_max: 1.05 eV/A
- DFT total energy: -47817.563 eV
- HOMO: -7.8526 eV
- Energy above the lowest of the compared OMol25 structures with the same formula, charge and spin: 1.657 eV
- Frontier orbital gap: 0.3152 hartree

ORCA input file:
```
! wB97M-V def2-TZVPD RIJCOSX def2/J DEFGRID3
* xyz 0 1
C 4.230 4.560 -3.154
C 3.082 3.874 -2.506
C 1.823 3.602 -2.949
C 1.163 2.929 -1.893
C 2.069 2.831 -0.880
C 1.953 2.230 0.480
N 2.342 0.823 0.496
C 3.460 0.454 -0.350
C 3.103 0.350 -1.810
C 3.982 0.814 -2.779
C 3.659 0.725 -4.122
C 2.453 0.168 -4.509
C 1.579 -0.312 -3.548
C 1.903 -0.225 -2.207
C 1.761 -0.090 1.302
S 2.032 -1.720 1.114
N 0.991 0.348 2.335
C -0.089 -0.462 2.840
C -1.409 0.144 2.358
O -1.409 1.242 1.823
N -2.534 -0.557 2.581
C -2.610 -1.910 3.082
C -2.911 -2.875 1.934
C -4.228 -2.469 1.251
C -4.155 -0.997 0.813
C -3.783 -0.108 1.998
O -4.448 -3.321 0.142
C -5.773 -3.800 0.205
C -6.082 -3.742 1.702
O -5.328 -2.632 2.135
O 3.235 3.414 -1.245
H 4.572 5.393 -2.542
H 5.064 3.871 -3.282
H 3.928 4.932 -4.128
H 1.414 3.848 -3.907
H 0.158 2.562 -1.887
H 2.584 2.800 1.178
H 0.904 2.317 0.776
H 4.257 1.192 -0.212
H 3.819 -0.521 -0.002
H 4.926 1.246 -2.478
H 4.349 1.095 -4.866
H 2.197 0.105 -5.556
H 0.641 -0.758 -3.845
H 1.223 -0.606 -1.461
H 0.754 1.333 2.352
H 0.057 -1.477 2.457
H -0.061 -0.476 3.935
H -1.689 -2.191 3.588
H -3.435 -1.954 3.801
H -3.003 -3.893 2.313
H -2.116 -2.853 1.188
H -3.404 -0.916 0.027
H -5.121 -0.695 0.410
H -3.651 0.926 1.676
H -4.567 -0.164 2.758
H -6.446 -3.143 -0.362
H -5.796 -4.806 -0.213
H -5.745 -4.656 2.209
H -7.131 -3.556 1.931
*
```

The Mulliken scheme yields these atomic charges, measured in e: -1.300 0.584 -0.941 -0.438 0.240 -0.463 0.284 -2.042 1.172 -0.430 -0.616 -0.543 -0.650 -0.402 0.819 -0.457 -0.202 -1.320 1.242 -0.715 0.055 -1.051 -0.712 0.918 -0.922 -1.001 -0.460 -0.455 -0.372 -0.387 -0.396 0.329 0.290 0.339 0.504 0.626 0.074 0.492 0.387 0.699 0.442 0.407 0.393 0.414 0.354 0.307 0.312 0.280 0.509 0.363 0.438 0.270 0.295 0.445 0.462 0.372 0.270 0.325 0.261 0.300